{
  "formula": "C33H21BF8",
  "method": "ωB97M-V with the def2-TZVPD basis set",
  "homo_ev": -8.212,
  "charge": 0,
  "gap_ev": 7.5,
  "total_energy_ha": -2093.86039,
  "symbols": ["F", "C", "C", "C", "C", "C", "C", "C", "C", "C", "C", "C", "F", "C", "C", "C", "C", "H", "H", "H", "H", "H", "H", "H", "H", "H", "H", "H", "F", "C", "C", "C", "C", "C", "F", "C", "B", "C", "C", "F", "C", "C", "C", "C", "F", "C", "C", "F", "C", "C", "C", "C", "F", "H", "H", "H", "H", "H", "H", "H", "H", "H", "H"],
  "xyz": [[6.744, 0.702, 0.813], [5.462, 1.069, 1.127], [5.141, 2.428, 1.130], [3.872, 2.780, 1.620], [2.907, 1.790, 1.816], [3.235, 0.450, 1.619], [2.161, -0.593, 1.547], [2.527, -2.012, 1.383], [1.557, -2.939, 1.547], [1.671, -4.348, 1.310], [2.913, -4.974, 1.014], [2.893, -6.359, 0.835], [4.095, -6.993, 0.604], [1.731, -7.140, 0.910], [0.503, -6.501, 1.190], [0.496, -5.130, 1.422], [4.575, 0.076, 1.537], [5.878, 3.170, 0.845], [3.612, 3.805, 1.876], [1.870, 2.032, 2.054], [1.479, -0.443, 2.398], [3.510, -2.263, 0.995], [0.546, -2.574, 1.770], [3.845, -4.396, 0.986], [1.776, -8.210, 0.739], [-0.428, -7.074, 1.243], [-0.424, -4.609, 1.709], [4.855, -0.977, 1.642], [-4.675, 0.009, -1.120], [-4.525, 0.711, 0.059], [-5.544, 0.619, 1.000], [-5.452, 1.342, 2.199], [-4.369, 2.201, 2.396], [-3.412, 2.306, 1.399], [-2.434, 3.248, 1.549], [-3.367, 1.504, 0.227], [-2.225, 1.578, -0.842], [-1.892, 0.456, -1.894], [-1.089, -0.707, -1.936], [-0.164, -0.935, -0.915], [-1.066, -1.587, -3.022], [-1.785, -1.242, -4.183], [-2.524, -0.057, -4.240], [-2.538, 0.736, -3.108], [-3.177, 1.948, -3.208], [-1.479, 2.918, -1.093], [-0.106, 3.007, -1.411], [0.684, 1.882, -1.266], [0.520, 4.180, -1.814], [-0.209, 5.370, -1.739], [-1.579, 5.351, -1.453], [-2.192, 4.131, -1.200], [-3.564, 4.113, -1.094], [1.671, -0.418, 0.608], [-6.388, -0.038, 0.804], [-6.242, 1.261, 2.948], [-4.269, 2.727, 3.342], [-0.440, -2.491, -2.976], [-1.792, -1.912, -5.041], [-3.035, 0.284, -5.140], [1.560, 4.164, -2.139], [0.286, 6.316, -1.943], [-2.188, 6.261, -1.435]],
  "mulliken_charge": [-0.3164, 0.3137, -0.6542, -0.4697, -0.5998, 0.4013, -0.0139, -0.4626, -0.5617, 1.0701, -0.7704, 0.4263, -0.3222, -0.6238, -0.3837, -0.7383, -0.7396, 0.4435, 0.4058, 0.4503, 0.4223, 0.3763, 0.1414, 0.3990, 0.4212, 0.3715, 0.3293, 0.5649, -0.3021, 0.2770, -0.9394, -0.2447, -0.8420, 0.0201, -0.3120, 0.8675, 0.4027, 0.5076, -0.2474, 0.0484, -0.9180, -0.3229, -0.9204, 0.8241, -0.3299, 1.0922, -0.2380, -0.2888, -0.8225, -0.3372, -0.7948, 0.3611, -0.3485, 0.0967, 0.4434, 0.3746, 0.4397, 0.4404, 0.3828, 0.4514, 0.4676, 0.3986, 0.4318]
}